Entry 1:
Here is a 14-piece molecular cluster, C66H172N12O21 overall at a distorted geometry from the OMol25 dataset. Energies are from ωB97M-V/def2-TZVPD.

Computed properties:
Expectation value of S² = 0.75
2S+1 = 2
Net charge = +1
HOMO energy (alpha / beta) = -9.76 / -9.76 eV
E = -132085.08635 eV
E_LUMO (alpha / beta) = -2.3 / -7.7 eV
Gap between HOMO and LUMO (alpha / beta) = 7.4131 / 2.0650 eV

Element x y z (Å)
C  10.0102  -4.4900  -2.1332
C  8.8745  -3.5375  -1.8518
C  8.8423  -2.8584  -0.4255
O  8.7572  -3.9000  0.6122
C  8.5101  -3.3904  1.8926
N  8.9629  -2.4913  -2.8610
H  9.9052  -5.2603  -1.3692
H  10.9770  -4.0291  -1.9310
H  10.0571  -4.9621  -3.1146
H  8.0125  -4.1543  -2.1061
H  8.1197  -2.0488  -0.3228
H  9.7310  -2.2386  -0.3071
H  9.2400  -2.6104  2.1094
H  8.6191  -4.1882  2.6273
H  7.4828  -3.0391  1.9893
H  8.1944  -1.8453  -2.9714
H  9.1976  -2.8565  -3.7730
C  6.5654  -0.5092  -5.1514
C  5.6200  0.1433  -4.1038
C  6.2616  1.0795  -3.0232
O  7.2170  0.2444  -2.3502
C  8.2419  0.9784  -1.7326
N  4.5666  0.8069  -4.8449
H  6.0889  -1.3298  -5.6877
H  7.4708  -0.9104  -4.6961
H  6.9818  0.2779  -5.7800
H  5.0156  -0.6320  -3.6329
H  5.4600  1.5114  -2.4240
H  6.6616  1.9647  -3.5177
H  7.8503  1.6484  -0.9672
H  8.9322  1.5135  -2.3848
H  8.9492  0.3352  -1.2091
H  3.8366  0.9959  -4.1730
H  4.8578  1.7518  -5.0512
C  -6.4416  1.1142  -1.2839
C  -7.0212  0.1023  -2.3182
C  -6.0519  -0.2191  -3.4998
O  -5.7394  1.0200  -4.1707
C  -4.7471  0.9032  -5.1524
N  -7.4781  -1.1167  -1.6754
H  -6.6763  2.0729  -1.7465
H  -5.3577  1.1639  -1.1801
H  -6.7841  0.9928  -0.2563
H  -7.8693  0.6406  -2.7415
H  -6.4777  -0.8368  -4.2905
H  -5.1500  -0.6947  -3.1144
H  -4.6749  1.8274  -5.7258
H  -4.9168  0.1111  -5.8817
H  -3.7906  0.7112  -4.6662
H  -7.6361  -1.8129  -2.3898
H  -6.6633  -1.4466  -1.1781
C  -1.6971  5.9756  1.5819
C  -1.7748  4.4725  1.5053
C  -0.6257  3.8239  2.3235
O  0.6380  3.9910  1.6958
C  0.9175  3.1190  0.6151
N  -3.0847  4.0032  1.9307
H  -1.6737  6.3965  2.5871
H  -2.5399  6.4811  1.1103
H  -0.7460  6.3727  1.2271
H  -1.6807  4.1075  0.4825
H  -0.6954  2.7523  2.5106
H  -0.6329  4.2260  3.3365
H  1.9388  3.3695  0.3282
H  0.2753  3.2923  -0.2485
H  0.8539  2.0672  0.8940
H  -3.0826  3.0004  2.0510
H  -3.3221  4.4404  2.8097
C  -5.0922  -2.9678  6.1201
C  -4.9143  -2.8389  4.5287
C  -3.6089  -3.5805  4.0742
O  -3.1755  -3.0497  2.8218
C  -2.0409  -3.7218  2.3282
N  -6.1573  -3.3519  3.9645
H  -4.2780  -2.4334  6.6096
H  -5.1411  -3.9815  6.5178
H  -5.9851  -2.4274  6.4346
H  -4.8850  -1.7799  4.2722
H  -3.7995  -4.6533  4.0441
H  -2.7870  -3.4235  4.7728
H  -2.0700  -4.7966  2.5074
H  -1.1157  -3.3636  2.7797
H  -1.8477  -3.5067  1.2773
H  -6.8747  -2.7439  4.3329
H  -6.2479  -3.0900  2.9933
C  -0.5991  -3.9801  6.6844
O  -0.0618  -2.9702  5.8609
C  -0.5682  -1.6995  6.1239
C  -0.0045  -0.7251  4.9726
N  1.4176  -0.4395  5.1548
C  2.1112  0.1458  3.9751
C  3.3660  0.9665  4.3703
O  3.1498  2.0350  5.3233
C  2.2289  3.0125  4.8809
H  -0.6595  -3.8294  7.7622
H  0.0521  -4.8418  6.5383
H  -1.6013  -4.1282  6.2822
H  -0.1852  -1.4195  7.1052
H  -1.6573  -1.6789  6.1636
H  -0.6867  0.1157  4.8475
H  -0.2533  -1.2770  4.0662
H  1.8466  -1.3538  5.1396
H  1.4971  0.8807  3.4546
H  2.3960  -0.6526  3.2898
H  3.8270  1.4702  3.5207
H  4.1237  0.2469  4.6805
H  2.5383  3.3739  3.9002
H  2.3253  3.8669  5.5510
H  1.1865  2.7015  4.8129
C  -7.9514  -0.7092  5.4245
O  -8.3814  -1.6195  4.4009
C  -8.7789  -0.9871  3.1504
C  -8.6740  -1.9667  2.0155
N  -7.2446  -2.1956  1.6282
C  -7.0862  -3.4228  0.8225
C  -5.6067  -3.6213  0.4372
O  -5.3128  -2.7787  -0.6418
C  -3.9272  -2.7086  -0.9605
H  -8.0735  -1.1575  6.4105
H  -8.4909  0.2328  5.3264
H  -6.8771  -0.6529  5.2489
H  -8.2483  -0.0690  2.8982
H  -9.7873  -0.6070  3.3136
H  -9.1768  -1.6003  1.1205
H  -9.1332  -2.9108  2.3085
H  -7.1861  -1.3824  1.0319
H  -7.5457  -3.3791  -0.1649
H  -7.4341  -4.3265  1.3230
H  -5.4513  -4.6753  0.2073
H  -5.0335  -3.3075  1.3097
H  -3.6418  -3.6340  -1.4608
H  -3.3725  -2.5670  -0.0329
H  -3.7014  -1.9528  -1.7128
C  6.8047  -10.0312  -3.0703
O  7.0444  -8.6153  -3.2736
C  6.8986  -8.1422  -4.5922
C  7.1245  -6.6149  -4.5794
N  5.9731  -5.8942  -3.9955
C  6.1731  -4.4800  -4.2439
C  5.2975  -3.6435  -3.2997
O  3.9386  -3.4679  -3.7456
C  3.1603  -2.7666  -2.8075
H  6.9694  -10.3818  -2.0514
H  7.2119  -10.7556  -3.7756
H  5.7498  -10.2992  -3.1292
H  5.8953  -8.3097  -4.9839
H  7.5940  -8.7013  -5.2182
H  7.3740  -6.2555  -5.5777
H  7.9111  -6.4652  -3.8399
H  6.0177  -6.0459  -2.9980
H  5.8504  -4.2330  -5.2553
H  7.2005  -4.1179  -4.2054
H  5.7071  -2.6418  -3.1703
H  5.2197  -4.0663  -2.2981
H  3.0033  -3.4373  -1.9628
H  2.1685  -2.5010  -3.1734
H  3.6244  -1.9004  -2.3357
C  -4.3181  4.4768  -0.9619
O  -4.3103  5.0223  -2.2992
C  -4.7487  4.1418  -3.2993
C  -4.7732  4.8711  -4.6557
N  -6.0201  5.5832  -4.8933
C  -6.1370  6.2570  -6.2122
C  -5.0957  7.2857  -6.6490
O  -3.9703  6.6086  -7.2832
C  -2.6995  7.1861  -7.3662
H  -5.2810  4.0256  -0.7224
H  -4.0652  5.2978  -0.2909
H  -3.5818  3.6841  -0.8293
H  -5.7437  3.7825  -3.0366
H  -4.1258  3.2477  -3.2721
H  -4.5607  4.1429  -5.4385
H  -3.8703  5.4807  -4.6927
H  -6.7241  4.8625  -4.8217
H  -7.1256  6.7160  -6.2289
H  -6.0940  5.4553  -6.9493
H  -4.7035  7.8777  -5.8220
H  -5.5940  7.9882  -7.3171
H  -2.2074  7.3234  -6.4033
H  -2.7354  8.1418  -7.8889
H  -2.0325  6.6360  -8.0299
C  -4.5284  6.0928  4.0941
O  -3.2321  5.4726  4.2903
C  -2.6744  5.4726  5.6069
C  -3.2567  4.3728  6.5595
N  -3.8931  3.1982  5.9639
C  -3.0316  2.1396  5.3821
C  -3.9025  1.1450  4.5676
O  -4.3594  1.7128  3.3625
C  -4.6984  0.7528  2.2414
H  -5.2819  5.4523  4.5524
H  -4.8058  6.1778  3.0434
H  -4.5774  7.1353  4.4084
H  -2.7688  6.4472  6.0859
H  -1.6442  5.2916  5.3003
H  -4.0050  4.8947  7.1559
H  -2.5056  4.0939  7.2985
H  -4.5238  3.5069  5.2380
H  -2.4154  1.6608  6.1431
H  -2.3071  2.5591  4.6841
H  -4.6755  0.8313  5.2692
H  -3.2285  0.3030  4.4096
H  -3.9393  0.0016  2.0233
H  -4.7736  1.2798  1.2902
H  -5.6328  0.1999  2.3383
C  4.8218  -0.7872  0.8404
O  3.4161  -1.0359  0.5149
C  2.8423  0.0899  -0.2004
C  1.3940  -0.3720  -0.4804
N  0.6719  -0.5801  0.7602
C  -0.6895  -1.0319  0.6015
C  -1.6338  0.0437  -0.0341
O  -1.5062  -0.0081  -1.4323
C  -2.2123  0.9301  -2.2369
H  4.9416  -0.0956  1.6743
H  5.4171  -0.3738  0.0262
H  5.2561  -1.7231  1.1919
H  3.3708  0.3369  -1.1211
H  2.8486  1.0060  0.3903
H  1.2279  -1.2437  -1.1134
H  0.9379  0.4765  -0.9904
H  1.2772  -1.1619  1.3218
H  -1.0424  -1.3517  1.5819
H  -0.8495  -1.8915  -0.0495
H  -1.3795  1.0414  0.3237
H  -2.6653  -0.2063  0.2140
H  -3.2900  0.9282  -2.0737
H  -2.0040  0.7109  -3.2841
H  -1.8368  1.9461  -2.1149
C  5.9221  3.1502  1.9676
O  5.2252  3.3613  0.7603
C  5.0120  4.7203  0.4837
C  4.9424  4.7903  -1.0286
N  3.7662  4.1590  -1.5473
C  3.5979  4.1195  -3.0337
C  2.3090  3.3315  -3.4899
O  2.5368  1.9524  -3.1480
C  1.6391  1.0448  -3.8164
H  5.4001  3.6593  2.7778
H  6.9280  3.5595  1.8742
H  5.9050  2.0641  2.0581
H  5.6849  5.4231  0.9750
H  4.0177  4.9330  0.8764
H  5.8878  4.3872  -1.3917
H  4.9783  5.8393  -1.3228
H  3.5753  3.2205  -1.2266
H  4.4254  3.5577  -3.4670
H  3.6017  5.1325  -3.4361
H  2.2294  3.4599  -4.5694
H  1.4289  3.7679  -3.0176
H  1.9595  0.8819  -4.8455
H  0.6615  1.5198  -3.7344
H  1.7061  0.0452  -3.3869
C  3.2593  -4.0087  2.8093
C  2.0896  -4.3123  3.7643
O  2.2420  -3.4518  4.8589
H  4.2109  -4.1436  3.3235
H  3.2296  -2.9710  2.4769
H  3.3326  -4.6588  1.9374
H  2.1771  -5.3459  4.0992
H  1.1288  -4.0852  3.3025
H  1.3901  -3.4497  5.3013
C  -1.7914  -2.9611  -3.9492
C  -0.3276  -2.6591  -4.2368
O  -0.2605  -2.2267  -5.6073
H  -2.1368  -3.5235  -4.8167
H  -2.2892  -1.9937  -4.0157
H  -1.9230  -3.3884  -2.9551
H  0.2033  -3.5685  -3.9554
H  0.0960  -1.9192  -3.5577
H  0.6673  -2.0850  -5.8091

Atomic forces in eV per Å
C 0.9 -0.3 1.9
C -0.5 0.7 -0.9
C 0.6 -1.6 -0.1
O -0.1 1.0 -1.8
C 0.1 -0.1 0.0
N 0.5 1.0 -0.2
H 0.2 -0.4 -0.2
H 0.1 0.2 -0.2
H -0.5 0.3 -0.1
H -0.8 0.0 1.0
H -1.1 -0.5 -0.1
H 0.8 -0.5 0.0
H -0.1 0.3 0.3
H 0.2 -0.1 -0.2
H -0.1 0.4 0.0
H -0.3 -0.2 0.4
H 0.1 -0.1 0.1
C 0.7 0.6 1.4
C -0.1 -0.5 -0.6
C 0.1 -2.1 -1.4
O -0.5 1.3 -0.2
C 0.9 0.0 0.9
N -0.4 1.0 0.2
H -0.2 0.4 -0.1
H -0.1 -0.2 0.3
H -0.4 0.0 -0.5
H 0.7 -0.4 0.6
H -0.2 -0.4 0.9
H 0.9 0.0 -0.3
H -0.2 0.3 0.0
H -0.5 0.3 -0.7
H -0.4 -0.6 0.0
H -0.1 -0.2 -0.1
H 0.4 0.4 -0.8
C 0.4 0.0 -1.1
C 0.4 0.3 -0.4
C -0.2 1.7 0.0
O -0.3 -0.1 0.5
C 0.3 0.0 0.0
N 0.3 0.3 0.2
H -0.2 0.3 0.8
H 0.3 -0.6 -0.3
H -0.7 0.1 -0.3
H -0.2 -0.3 -0.2
H -0.4 -0.6 0.4
H 0.3 -0.1 0.1
H -0.1 0.1 0.2
H -0.3 -0.3 0.0
H 0.3 -0.1 -0.1
H -0.3 -0.3 -0.1
H 0.1 -0.5 0.2
C 0.5 1.0 0.2
C 0.0 -1.0 0.6
C -0.2 -0.3 -0.5
O 0.6 0.6 0.0
C -0.2 0.5 0.5
N 0.1 0.2 -0.3
H -0.4 -0.6 0.5
H 0.1 -0.2 -0.4
H 0.0 -0.2 -0.7
H 0.3 0.3 -0.4
H -0.8 -0.4 -0.4
H 0.5 0.5 0.0
H 0.2 -0.2 0.0
H -0.2 0.1 -0.2
H 0.0 -0.2 0.2
H -0.2 -0.1 0.2
H 0.1 -0.4 0.1
C 0.7 0.9 -1.3
C -0.1 -1.0 1.7
C -0.9 1.2 0.2
O -0.2 -0.4 -0.4
C 0.6 0.1 0.1
N 0.6 -0.7 0.0
H 0.3 -0.1 0.1
H 0.0 -0.1 -0.4
H -0.2 -0.2 -0.2
H 0.8 0.3 0.2
H -0.1 -0.2 -0.3
H -0.1 0.2 0.4
H -0.2 -0.1 -0.2
H 0.1 0.1 0.7
H -0.7 -0.2 -0.1
H -0.4 -0.3 0.3
H 0.4 0.0 -0.1
C -0.3 -0.7 -0.7
O 0.0 -0.3 0.3
C 1.2 2.1 -0.8
C -1.1 -1.4 0.9
N 0.1 0.2 -0.8
C -0.2 1.4 0.6
C -0.4 0.1 0.3
O -0.1 -1.3 -0.1
C 0.8 0.2 -0.2
H 0.2 0.8 0.0
H -0.3 -0.2 -0.1
H -0.2 -0.7 0.4
H -0.1 0.5 0.1
H -0.2 -0.1 -0.3
H 0.5 0.7 0.6
H 0.3 -0.5 -0.5
H 0.1 -0.4 0.8
H -0.6 -0.4 -0.2
H 0.2 0.1 -0.3
H -0.3 -0.1 -0.8
H 0.1 0.4 0.9
H -0.1 0.1 -0.4
H -0.2 -0.2 0.2
H -0.1 -0.3 0.2
C 0.3 -0.7 -1.1
O -0.7 0.5 -0.6
C -0.3 0.0 1.1
C 0.4 -0.8 0.1
N -1.5 0.0 -0.2
C 1.1 0.4 -1.0
C -0.9 0.2 1.3
O 0.4 0.7 -0.8
C -0.5 -0.7 0.0
H -0.4 0.0 -0.1
H 0.3 0.1 0.3
H 0.2 0.9 0.3
H 0.8 0.0 0.3
H -0.4 -0.3 -0.3
H -0.5 0.1 0.1
H 0.0 0.0 0.0
H 1.1 -0.1 -0.6
H -0.8 0.1 0.0
H -0.1 0.3 0.4
H 0.3 -0.1 -0.2
H 0.5 -0.3 0.0
H 0.3 -0.4 0.3
H 0.3 0.1 -0.1
H -0.4 0.4 0.3
C -1.4 0.1 -0.1
O 0.0 -1.5 1.0
C -0.2 0.3 -0.2
C -0.3 -1.4 1.2
N 0.5 0.0 -1.0
C -1.7 0.7 0.3
C -0.6 0.5 0.1
O 0.4 0.4 -0.9
C 0.1 -1.0 0.9
H 1.0 0.7 0.0
H 0.9 0.6 -0.2
H -0.6 0.7 -0.4
H -0.3 -0.2 0.0
H 0.3 0.3 -0.4
H -0.1 0.1 0.1
H 0.9 0.1 -0.6
H -0.1 -0.1 0.2
H -0.1 -0.1 -0.2
H 0.4 -0.1 0.5
H 0.4 0.2 0.0
H 0.4 -0.4 0.2
H -0.3 -0.1 0.4
H 0.3 -0.1 -0.5
H 0.4 0.4 -0.4
C 0.0 0.4 -1.1
O 0.3 0.2 1.0
C -0.4 0.4 0.1
C 0.7 -0.7 0.3
N 0.9 0.8 0.4
C 0.2 -1.0 0.4
C 1.2 -0.3 0.5
O -1.0 -0.9 0.0
C -0.2 1.1 -0.4
H -0.3 0.2 0.1
H -0.2 -0.2 0.0
H 0.3 -0.1 -0.2
H -0.4 -0.1 -0.1
H 0.3 -0.2 -0.5
H -0.2 -0.5 -0.3
H -0.3 0.6 0.1
H -0.4 0.2 -0.2
H 0.1 0.0 -0.1
H -0.2 0.1 -0.7
H -0.1 0.0 0.3
H 0.2 -0.1 -0.4
H -0.1 0.0 0.3
H -0.2 0.5 0.2
H -0.3 -0.8 0.2
C 0.3 -0.4 0.2
O -1.4 1.1 -0.1
C 0.1 -0.9 -0.8
C -0.3 0.5 -0.3
N 0.7 -0.3 0.1
C -0.7 1.2 -0.9
C 1.3 0.0 1.2
O -0.6 -1.4 -1.9
C 0.4 0.7 0.7
H -0.3 0.4 0.3
H 0.6 -0.6 -0.3
H 0.2 -0.1 0.7
H 0.1 0.1 0.0
H 0.3 0.0 0.8
H -0.3 -0.2 0.0
H 0.2 -0.2 -0.2
H -0.1 0.0 -0.1
H -0.4 -0.3 0.3
H 0.3 0.2 -0.4
H -0.6 -0.2 -0.3
H -0.1 -0.4 -0.4
H 0.5 0.0 0.8
H 0.0 0.8 0.4
H -0.2 0.2 0.7
C -0.9 -0.4 0.4
O 1.9 1.6 -0.4
C -1.0 -2.1 0.4
C -0.1 1.5 0.1
N 0.6 0.6 -0.1
C -0.7 0.7 -0.2
C 0.3 -0.4 0.5
O 0.4 -0.3 -1.2
C 0.5 0.0 0.3
H -0.4 0.3 0.2
H -0.2 -0.2 -0.5
H -0.1 -0.1 -0.3
H 0.3 -0.4 -0.3
H -0.1 0.0 0.5
H 0.8 -0.2 -0.5
H -0.3 0.0 -0.3
H -0.5 -0.4 0.4
H -0.3 0.4 0.0
H 0.4 -0.5 -0.3
H 0.0 0.2 0.3
H -0.2 0.1 0.3
H -0.1 -0.1 0.1
H -0.1 -0.5 0.1
H 0.0 0.3 0.5
C -0.2 -0.3 -0.1
O 0.3 0.2 -0.6
C -1.6 -0.9 0.1
C 0.0 2.0 1.3
N 1.9 -1.2 -3.2
C -2.0 0.1 0.3
C 1.5 -0.2 0.6
O -0.1 1.0 0.4
C -0.1 0.4 -0.1
H 0.0 -0.3 0.3
H 0.2 -0.2 0.2
H 0.3 0.2 0.6
H 0.5 -0.1 -0.4
H -0.2 0.6 0.1
H -0.1 -0.8 -0.6
H -0.3 0.1 -0.4
H -0.6 -0.4 1.2
H 0.5 -0.1 0.3
H 0.1 0.0 0.1
H 0.0 0.0 -0.1
H -0.2 -0.3 0.1
H -0.2 0.5 -0.3
H -0.3 -0.7 -0.2
H -0.2 0.3 0.6
C 0.0 -0.1 0.1
C 1.3 0.3 -0.8
O 0.7 0.1 0.2
H -0.1 0.0 0.3
H -0.1 0.0 -0.1
H -0.4 0.0 -0.1
H -0.4 -0.3 -0.2
H -0.2 -0.4 -0.3
H -0.3 0.4 0.5
C 0.6 1.4 -0.6
C -0.6 -0.4 0.3
O 0.3 -0.4 0.9
H -0.3 -0.5 0.5
H -0.5 0.0 0.3
H -0.2 -0.2 -0.3
H 0.6 -0.3 -0.9
H -0.2 0.5 0.0
H 0.1 0.0 -0.2

Atom charges from the Löwdin analysis, given in e for atoms 1 to 5: -0.067, -0.419, -0.132, -0.186, -0.125

***

Entry 2:
Here is C15H20N2O3S2 as an isolated structure at a distorted geometry from the OMol25 dataset. Energies are from ωB97M-V/def2-TZVPD.

Computed properties:
HOMO energy = -7.70 eV
E = -46657.24048 eV
E_LUMO = -0.5 eV
Gap between HOMO and LUMO = 7.2473 eV

Element x y z (Å)
C  5.2009  0.7955  -3.9652
C  5.1345  0.6379  -2.4660
C  3.7517  0.0427  -2.0224
C  3.9306  -0.1329  -0.4879
N  2.7481  -0.5025  -0.0176
C  1.8776  0.0401  0.6101
O  2.1004  1.1401  1.0100
C  0.4760  -0.6672  0.7111
H  -0.2285  -0.0647  1.2040
H  0.6793  -1.5872  1.4421
S  -0.2426  -1.4567  -0.9346
O  0.7261  -2.3762  -1.4170
C  -1.6463  -1.9841  -0.0129
C  -2.7277  -1.2941  0.3854
C  -3.8383  -0.6724  -0.2847
O  -4.2782  0.0863  0.6690
C  -3.4986  0.3470  1.8056
N  -2.4514  -0.5597  1.6501
C  -3.9745  1.1784  2.6591
C  -3.0211  1.3082  3.8598
C  -3.5912  2.4652  4.5881
C  -4.6992  2.6935  4.1853
S  -5.2852  2.0494  2.6729
H  -5.3584  3.4635  4.6881
H  -3.2871  2.7927  5.3230
H  -2.2090  0.9251  4.0228
C  -4.4190  -0.9929  -1.3707
H  -4.3109  -2.1996  -1.8971
H  -4.0991  -0.4832  -2.2075
H  -5.5676  -1.0971  -1.2749
H  -2.1426  -2.8584  -0.9469
H  -1.2970  -2.7010  0.6770
H  2.3943  -1.6561  -0.4347
H  4.8518  -0.7755  -0.2137
H  4.1861  0.7959  0.0410
H  3.5846  -1.0371  -2.6088
H  3.0724  0.8922  -2.3539
H  5.5440  1.3343  -1.8634
H  6.0613  -0.1502  -2.3318
H  5.0794  -0.2501  -4.6433
H  4.4517  1.5201  -4.1048
H  6.3228  0.9910  -4.3447

Atomic forces in eV per Å
C 3.2 -2.4 -1.9
C 1.8 -7.1 -2.3
C 2.9 -0.2 -1.1
C 3.9 1.8 -1.6
N 0.9 -14.4 -4.8
C -7.2 2.7 2.7
O -0.8 4.1 2.5
C 2.5 -3.0 0.2
H -1.0 0.9 0.2
H -0.6 1.6 -1.6
S -1.1 7.2 1.9
O 2.1 -3.7 -0.5
C 1.1 -8.6 -5.3
C -2.7 7.2 2.8
C 9.3 -1.9 11.6
O -4.1 4.4 0.8
C 4.3 -10.4 -9.7
N -3.0 1.3 -0.5
C 6.3 0.7 8.3
C -12.2 7.0 -4.2
C 5.3 -11.2 -9.5
C -13.2 6.0 -3.0
S -2.9 2.6 1.4
H 0.6 -1.0 -0.8
H 5.9 5.8 13.0
H 8.7 -4.6 1.2
C -7.8 -7.1 -9.1
H 0.5 3.1 2.2
H 0.1 1.6 -2.0
H 1.5 1.0 -0.4
H 1.3 2.2 2.3
H 0.4 -0.7 1.3
H 1.4 4.5 1.4
H -1.7 0.3 -0.7
H -0.1 0.3 -0.7
H 0.1 3.1 1.6
H -0.1 -1.6 0.8
H 0.5 3.3 1.6
H -2.3 1.0 0.3
H -0.5 2.7 2.3
H -0.6 1.1 -1.8
H -2.6 0.6 0.9

Atom charges from the Löwdin analysis, given in e for atoms 1 to 5: -0.168, -0.337, -0.153, -0.261, -0.012